1.
Molecular formula: C4H8MgO4
Method: DFT, the ωB97M-V functional and the def2-TZVPD basis

Results
Net charge = -2
HOMO = 1.30 eV
Relative energy (zero: lowest compared OMol25 entry of this formula, charge and spin) = 209.7 kcal/mol
M = 144.41 g mol⁻¹
Orbital gap = 0.175 Eh
2S+1 = 1

Cartesian coordinates (Å):
Mg: 0.1594 -0.1714 -0.0369
O: 0.4951 -0.0817 -1.6077
C: -0.8236 -0.6490 -1.7094
C: -1.4520 -1.3635 -0.4389
O: -0.7495 -1.1915 0.7987
H: -0.8597 -1.3666 -2.5290
H: -1.4905 0.1530 -2.0260
H: -1.6975 -2.4155 -0.5848
H: -2.4789 -1.0012 -0.3894
O: 1.6281 -0.7426 0.5452
C: 1.6398 0.4470 1.3081
C: 0.6415 1.6327 0.9052
O: -0.5724 1.1907 0.3407
H: 2.6244 0.8925 1.1663
H: 1.5905 0.2068 2.3701
H: 1.0841 2.2613 0.1325
H: 0.2612 2.1993 1.7552

Atomic forces in eV per Å
4.042 -1.604 0.573
-0.449 -1.146 -8.853
0.749 0.464 -2.364
-0.774 -0.605 2.119
-7.033 -6.999 2.127
0.013 -0.554 -0.274
-0.606 0.280 0.150
0.767 -0.823 -0.660
-0.633 0.875 0.140
5.545 0.171 3.124
1.858 -0.565 -0.173
-2.053 -0.123 -0.308
-3.640 8.797 2.546
0.666 0.664 0.230
-0.541 0.149 0.724
0.929 0.532 0.126
1.158 0.487 0.772

***

2.
Molecular formula: C2H7N2O
Method: DFT, the ωB97M-V functional and the def2-TZVPD basis

Results
Net charge = +1
HOMO = -14.87 eV
Relative energy (zero: lowest compared OMol25 entry of this formula, charge and spin) = 30.7 kcal/mol
M = 75.09 g mol⁻¹
Orbital gap = 0.359 Eh
2S+1 = 1

Cartesian coordinates (Å):
C: -2.3565 0.4447 -1.0873
N: -1.8637 0.2471 0.1177
H: -3.4778 0.4777 -1.1337
H: -1.7636 0.2586 -1.9913
H: -0.7977 0.3850 0.2166
H: -2.3733 -0.0170 0.9238
C: 1.7326 -0.1074 -0.0078
N: 2.4657 -0.5251 1.0303
O: 0.6406 0.4994 0.1680
H: 2.2204 -0.2358 -0.9748
H: 3.2304 -1.1803 0.8296
H: 2.3428 -0.2468 1.9088

Atomic forces in eV per Å
-1.377 -1.989 3.055
1.054 1.085 -3.946
1.189 -0.018 -0.351
0.212 1.151 0.484
-0.434 -0.766 -0.027
-1.209 0.461 0.772
-1.255 1.259 1.770
1.458 -2.159 -5.351
2.217 -0.767 -0.762
-0.415 -0.283 -0.243
-0.370 0.784 0.283
-1.068 1.243 4.315

***

3.
Molecular formula: C5H13NS
Method: DFT, the ωB97M-V functional and the def2-TZVPD basis

Results
Net charge = -1
HOMO (alpha / beta) = 1.32 / -5.06 eV
Relative energy (zero: lowest compared OMol25 entry of this formula, charge and spin) = 43.9 kcal/mol
M = 119.23 g mol⁻¹
Orbital gap (alpha / beta) = 0.077 / 0.313 Eh
2S+1 = 2

Cartesian coordinates (Å):
C: -0.8801 0.7032 -1.0014
C: 0.0984 1.8138 -1.5220
S: 0.1361 3.2236 -0.3087
C: -0.6541 0.2095 0.4935
N: 0.4593 -0.7824 0.4587
C: 0.9596 -1.0228 1.8159
C: -0.1317 -2.0410 -0.1898
H: -0.9124 -0.1249 -1.6872
H: -1.8169 1.0913 -1.0646
H: 1.1449 1.4376 -1.5054
H: -0.2062 2.0046 -2.5430
H: 1.4152 3.4062 -0.6747
H: -1.5410 -0.4033 0.8455
H: -0.5273 1.0566 1.2301
H: 1.8593 -1.7651 1.7537
H: 1.2067 -0.0760 2.5013
H: 0.2733 -1.6237 2.4778
H: -0.9953 -1.7749 -0.9632
H: 0.7310 -2.4479 -0.5799
H: -0.6187 -2.8841 0.4633

Atomic forces in eV per Å
2.631 0.187 1.768
0.216 -1.881 1.404
-0.138 -0.109 -0.762
-0.526 -0.445 -0.894
-1.796 0.023 0.937
1.268 -1.112 1.467
-2.372 0.923 1.039
0.414 -0.291 -0.267
-2.976 1.337 -0.032
-0.636 0.045 -0.240
-0.007 0.734 -0.301
0.233 0.432 0.217
0.278 0.951 -0.323
0.303 -0.936 -0.985
-1.092 1.655 0.106
-0.274 -1.793 -2.181
-0.120 0.492 -0.570
2.415 -0.593 1.554
1.398 -1.427 -1.679
0.779 1.809 -0.257

***

4.
Molecular formula: C8H9AuN3O6
Method: DFT, the ωB97M-V functional and the def2-TZVPD basis

Results
Net charge = -1
HOMO = -5.62 eV
Relative energy (zero: lowest compared OMol25 entry of this formula, charge and spin) = 4.9 kcal/mol
M = 440.14 g mol⁻¹
Orbital gap = 0.306 Eh
2S+1 = 1

Cartesian coordinates (Å):
Au: 0.2885 -1.0334 1.0997
C: 1.6723 1.8977 0.2290
C: 1.0847 1.0654 -0.8521
N: 0.5088 -0.1155 -0.6900
C: 0.1127 -0.5672 -1.9306
C: 0.4614 0.3739 -2.8562
N: 1.0692 1.3890 -2.1550
C: 0.3154 0.5060 -4.3277
O: -0.2530 -0.4849 -4.9404
O: 0.7386 1.5161 -4.8681
C: -0.5961 -1.9027 -2.1087
O: -0.8900 -2.1952 -3.3105
O: -0.7925 -2.5486 -1.0852
H: 1.5626 1.3545 1.1660
H: 1.1630 2.8589 0.3149
H: 2.7332 2.0830 0.0523
H: 1.4258 2.2155 -2.6067
H: -0.5226 -1.2627 -4.2409
N: -1.9990 -0.3810 2.7527
C: -1.1755 -0.1615 3.9266
C: -0.0654 -1.2118 4.0850
O: 0.2561 -1.5222 5.2276
O: 0.4674 -1.7047 3.0258
H: -2.6189 0.3919 2.5571
H: -2.5544 -1.2217 2.8406
H: -1.7215 -0.1428 4.8740
H: -0.6709 0.8038 3.8209

Atomic forces in eV per Å
0.170 0.191 0.592
0.019 0.028 0.013
0.003 -0.052 -0.013
0.004 0.117 -0.474
-0.127 -0.118 0.007
0.002 0.065 0.068
-0.043 -0.070 -0.069
0.030 -0.089 -0.151
0.117 0.186 -0.102
-0.003 0.050 0.063
0.269 0.212 0.245
-0.007 -0.024 0.013
-0.166 -0.143 -0.247
0.019 0.039 0.001
-0.010 -0.005 -0.027
-0.012 -0.001 -0.025
0.011 0.022 -0.003
-0.175 -0.150 0.123
-0.135 -0.006 -0.164
0.065 0.055 0.067
-0.037 -0.112 0.163
0.010 0.081 -0.108
-0.004 -0.282 0.026
-0.006 0.023 0.056
0.013 -0.016 -0.032
0.009 -0.015 -0.001
-0.015 0.015 -0.021